C23H60BrF4N7NbO4P2 | ωB97M-V with the def2-TZVPD basis set

Results
- strongest force on any atom (eV/Å) = 5.20
- HOMO-LUMO gap (eV) = 6.1
- net charge = -1
- E (Ha) = -5309.592641
- LUMO (eV) = 1.9

Geometry (Å):
C  6.329104  -0.255087  1.278374
C  5.352192  -1.227179  0.582937
C  3.944155  -0.949194  1.093688
O  3.004253  -1.908804  0.690155
C  2.057432  -1.431549  -0.295270
Nb  0.029915  -0.833807  0.565633
Br  1.080493  0.025211  2.803288
C  -0.066076  1.243498  -0.338968
C  1.151316  1.761468  -1.071420
F  2.164941  2.124952  -0.176103
C  -1.053660  -1.534852  -1.284939
C  -2.485657  -2.088296  -1.124990
C  -3.514185  -1.026248  -0.702335
N  -4.125231  -1.340215  0.598709
C  -0.378480  -2.940923  1.354582
O  0.758888  -3.543782  2.052868
C  1.206591  -4.668632  1.544867
F  0.411083  -5.730674  1.828584
F  1.374344  -4.660619  0.214776
F  2.393660  -4.951430  2.083971
H  7.054787  -0.774312  1.900467
H  5.785126  0.427823  1.932824
H  6.876049  0.365605  0.570583
H  5.662307  -2.243820  0.815687
H  5.395130  -1.074920  -0.495835
H  3.675139  0.075991  0.822685
H  3.989928  -0.976057  2.187658
H  2.569544  -0.684189  -0.916433
H  1.882794  -2.290880  -0.956072
H  -1.600323  -0.407437  1.314156
H  -0.280073  1.935960  0.480361
H  -0.919889  1.330825  -1.015534
H  1.545390  1.089842  -1.836080
H  0.897297  2.692963  -1.592373
H  -1.146693  -0.653604  -1.924051
H  -0.449864  -2.284947  -1.803440
H  -2.795656  -2.434701  -2.119505
H  -2.519056  -2.971430  -0.488024
H  -3.029821  -0.054118  -0.633226
H  -4.301725  -0.929978  -1.457453
H  -4.531141  -0.516917  1.020202
H  -4.853626  -2.031389  0.477646
H  -1.186573  -2.883644  2.085324
H  -0.770685  -3.595901  0.576496
O  -6.084344  -1.291852  -3.988395
P  -6.520144  -1.206479  -5.419619
N  -8.087424  -1.924527  -5.343773
C  -8.219455  -3.296537  -4.881562
C  -9.017677  -1.057771  -4.634468
N  -5.296484  -2.203752  -6.073803
C  -5.550316  -3.473752  -6.702880
C  -4.040845  -2.124642  -5.327040
N  -6.837616  -0.386115  -6.942436
C  -6.443096  1.030504  -6.928538
C  -8.074005  -0.552916  -7.690002
H  -9.274236  -3.580184  -4.909998
H  -7.849688  -3.443991  -3.859148
H  -7.702512  -3.987764  -5.541765
H  -8.956852  -0.034078  -5.019867
H  -8.809222  -1.021445  -3.558379
H  -10.043093  -1.401275  -4.787800
H  -5.659511  -4.284429  -5.968969
H  -4.720647  -3.737241  -7.365828
H  -6.444807  -3.440622  -7.328128
H  -4.068435  -2.722800  -4.409409
H  -3.802108  -1.102873  -5.047021
H  -3.229245  -2.486533  -5.963081
H  -7.124852  1.648545  -6.331721
H  -6.414415  1.429891  -7.942878
H  -5.439214  1.133755  -6.507673
H  -8.938791  -0.050986  -7.237727
H  -8.317815  -1.600662  -7.825806
H  -7.914157  -0.120749  -8.681714
O  6.937605  2.146567  4.406918
P  6.168897  2.938802  5.410833
N  4.528972  2.621753  5.070473
C  3.965227  3.014841  3.784400
C  4.193812  1.226613  5.348830
N  6.657504  4.529284  4.993255
C  5.740025  5.582574  4.627967
C  7.915291  4.650847  4.271750
N  5.897045  3.383629  7.090632
C  6.833962  2.739890  8.020326
C  4.568653  3.446061  7.681206
H  2.909833  2.740568  3.753031
H  4.464033  2.532017  2.935609
H  3.999063  4.092228  3.639918
H  4.561536  0.929259  6.338224
H  4.633821  0.547381  4.610304
H  3.111894  1.090885  5.350282
H  5.446505  5.527225  3.571492
H  6.206447  6.559235  4.792794
H  4.839192  5.563801  5.243756
H  7.805102  4.460599  3.195773
H  8.654029  3.953172  4.656420
H  8.312157  5.660582  4.408305
H  6.621523  1.672167  8.156935
H  6.799506  3.225457  8.996808
H  7.856594  2.833931  7.643877
H  4.115635  2.463261  7.860733
H  3.889188  4.028825  7.069391
H  4.664509  3.955225  8.644713

Cartesian forces, eV/Å:
C -0.124 0.071 -0.110
C 0.348 0.478 0.155
C 0.320 -0.334 0.499
O -0.161 0.197 -0.183
C 0.331 -0.156 -0.238
Nb 1.756 0.210 1.095
Br -0.309 -0.185 -0.392
C -0.592 -0.315 -0.077
C -0.534 0.697 -0.234
F 0.206 -0.366 -0.070
C -0.394 0.135 0.782
C 0.053 0.288 -0.815
C -0.316 -0.265 0.312
N 0.212 -0.095 0.011
C -1.269 0.252 -0.182
O -0.098 0.329 -0.313
C 0.397 0.152 0.398
F -0.332 -0.261 -0.172
F -0.143 -0.062 -0.390
F 0.349 -0.093 0.215
H 0.057 -0.022 0.034
H 0.027 0.064 0.074
H 0.074 -0.004 -0.047
H -0.264 -0.189 -0.157
H -0.047 -0.215 -0.098
H -0.274 -0.023 -0.089
H -0.073 0.046 0.073
H -0.094 0.052 -0.148
H -0.044 -0.020 -0.094
H -0.086 0.099 -0.173
H 0.030 0.030 0.084
H -0.013 0.037 -0.086
H 0.222 -0.227 0.229
H 0.063 0.064 -0.020
H 0.220 -0.045 -0.230
H 0.210 0.025 0.033
H -0.033 -0.184 -0.002
H -0.081 0.124 0.287
H 0.108 0.008 0.163
H 0.135 -0.025 -0.250
H -0.047 0.010 0.022
H -0.096 0.041 0.025
H 0.042 0.024 0.153
H 0.302 -0.271 -0.011
O -0.160 3.297 0.095
P -0.636 -5.052 -1.037
N 0.042 -0.266 -0.645
C 0.171 -0.147 0.178
C 0.068 0.306 -0.033
N 0.051 0.603 -0.001
C 0.161 0.037 -0.353
C 0.020 -0.632 0.029
N 0.164 1.866 1.577
C 0.374 -0.099 0.006
C -0.316 -0.084 0.075
H -0.035 0.110 0.048
H -0.015 0.013 0.008
H 0.054 0.063 0.052
H 0.027 -0.025 0.054
H -0.021 -0.004 -0.006
H 0.020 -0.058 -0.031
H 0.016 -0.040 -0.060
H 0.039 0.012 0.034
H -0.048 0.076 0.087
H 0.112 0.028 -0.002
H -0.075 0.020 0.012
H -0.063 -0.061 -0.067
H -0.021 0.055 -0.086
H -0.011 -0.068 -0.031
H -0.031 -0.004 0.021
H -0.004 -0.010 -0.056
H 0.025 -0.027 0.110
H 0.097 0.094 0.065
O 1.138 -1.283 2.213
P -2.619 3.208 -2.154
N -0.138 0.519 0.132
C 0.112 0.106 -0.373
C 0.159 -0.203 0.299
N 0.240 -0.123 -0.304
C -0.156 0.204 0.431
C -0.052 -0.162 -0.275
N 1.184 -2.097 0.208
C 0.257 0.180 -0.157
C -0.274 -0.141 -0.051
H 0.038 -0.176 0.060
H -0.037 -0.033 -0.003
H 0.109 -0.070 0.055
H 0.050 0.024 -0.071
H -0.051 -0.010 -0.007
H -0.015 0.071 -0.075
H 0.014 0.081 0.023
H 0.056 -0.025 -0.002
H -0.014 -0.133 -0.031
H 0.056 0.020 0.000
H -0.026 -0.054 -0.034
H -0.113 0.046 0.025
H -0.007 0.016 0.104
H -0.051 0.054 -0.024
H -0.031 -0.030 -0.012
H -0.024 0.042 0.025
H 0.028 -0.057 -0.108
H 0.124 -0.053 0.004

Atomic partial charges in e from the Mulliken method, atoms 1 to 4: atom 1 (C): -0.670, atom 2 (C): -0.387, atom 3 (C): -0.685, atom 4 (O): -0.263

---

C5H12ClOP | ωB97M-V with the def2-TZVPD basis set

Results
- strongest force on any atom (eV/Å) = 3.83
- HOMO-LUMO gap (alpha / beta) (eV) = 4.7 / 7.1
- net charge = 0
- E (Ha) = -1074.259304
- energy relative to the best compared isomer or geometry (same formula, charge and spin) (kJ/mol) = 143.2
- LUMO (alpha / beta) (eV) = 0.7 / -2.8
- ⟨S²⟩ = 2.005
- 2S+1 = 3

Geometry (Å):
C  -1.890853  0.777317  -0.724389
C  -0.663432  -1.370837  -0.554663
C  0.604184  0.430740  1.777716
C  2.373699  0.501971  -0.380604
C  -0.514790  0.126733  -0.879611
O  -1.179051  -1.637205  0.759328
P  0.717569  1.211580  0.068916
Cl  3.040528  -1.017466  0.181569
H  -1.782923  1.806286  -1.011791
H  -2.668211  0.194782  -1.238866
H  -2.237678  0.839594  0.373940
H  0.292976  -1.878332  -0.759755
H  -1.347169  -1.654275  -1.410333
H  -1.963484  -1.000769  0.970297
H  0.168547  -0.503064  1.521229
H  1.672315  0.171232  2.153638
H  0.038015  1.096260  2.361417
H  2.496394  0.584695  -1.432651
H  3.028340  1.231286  0.125988
H  -0.184977  0.089472  -1.901375

Cartesian forces, eV/Å:
C -0.309 -0.299 1.518
C -0.149 0.568 -0.306
C 3.784 0.530 -0.251
C 0.515 2.305 0.394
C -0.433 0.857 0.442
O -1.604 0.872 -0.596
P -1.431 -2.199 0.380
Cl 0.507 -2.258 0.600
H -0.612 0.454 -0.488
H 0.134 0.469 -0.294
H 0.745 -0.134 -1.442
H -0.414 -0.157 0.817
H 0.266 -0.275 1.143
H 2.116 -1.691 -0.885
H -0.734 -0.629 0.149
H -1.764 0.788 -0.141
H -0.663 0.333 1.166
H 0.156 0.031 -0.923
H -0.081 0.029 -0.533
H -0.030 0.407 -0.750

Atomic partial charges in e from the Mulliken method, atoms 1 to 4: atom 1 (C): -1.604, atom 2 (C): -0.741, atom 3 (C): -1.330, atom 4 (C): -0.928

---

> Among the records above, which one has the lowest E?

C23H60BrF4N7NbO4P2

---

> Which of these has the highest strongest force on any atom?

C23H60BrF4N7NbO4P2

---

> Look up the strongest force on any atom of the first one.

5.20 eV/Å